{
  "formula": "CH3NS",
  "method": "wB97M-V/def2-TZVPD",
  "mol_weight_g_mol": 61.11,
  "e_above_lowest_ev": 1.137,
  "smiles": "C=NS",
  "charge": 0,
  "elements": ["C", "H", "H", "H", "N", "S"],
  "coordinates": [[-1.09, 1.10, -0.18], [1.48, -0.95, 0.84], [-1.60, 1.99, 0.18], [-1.55, 0.70, -1.11], [-0.13, 0.64, 0.49], [0.57, -0.80, -0.14]],
  "mulliken_charge": [-0.20, 0.16, 0.25, 0.23, -0.32, -0.12]
}

---

{
  "formula": "C28H38Br48FO4P",
  "method": "wB97M-V/def2-TZVPD",
  "mol_weight_g_mol": 4323.97,
  "charge": 0,
  "elements": ["C", "C", "O", "C", "O", "C", "C", "C", "C", "O", "O", "C", "C", "C", "F", "P", "C", "C", "H", "H", "H", "H", "H", "H", "H", "H", "H", "H", "H", "H", "H", "H", "H", "H", "H", "H", "H", "H", "H", "H", "C", "Br", "Br", "Br", "H", "C", "Br", "Br", "Br", "H", "C", "Br", "Br", "Br", "H", "C", "Br", "Br", "Br", "H", "C", "Br", "Br", "Br", "H", "C", "Br", "Br", "Br", "H", "C", "Br", "Br", "Br", "H", "C", "Br", "Br", "Br", "H", "C", "Br", "Br", "Br", "H", "C", "Br", "Br", "Br", "H", "C", "Br", "Br", "Br", "H", "C", "Br", "Br", "Br", "H", "C", "Br", "Br", "Br", "H", "C", "Br", "Br", "Br", "H", "C", "Br", "Br", "Br", "H", "C", "Br", "Br", "Br", "H"],
  "coordinates": [[5.39, -4.54, 3.33], [4.59, -3.36, 2.61], [5.14, -2.02, 2.90], [4.02, -1.21, 3.27], [3.69, -1.19, 4.49], [3.17, -0.33, 2.24], [3.45, -0.71, 0.71], [2.16, -0.67, -0.25], [0.93, -1.58, 0.28], [-0.13, -1.46, -0.40], [0.99, -2.40, 1.42], [0.03, -3.51, 1.36], [0.76, -4.75, 2.11], [-0.03, -6.13, 1.75], [2.12, -4.92, 1.61], [-1.60, -3.23, 2.30], [-1.38, -3.30, 4.18], [-2.51, -1.68, 1.75], [5.59, -4.32, 4.44], [4.73, -5.47, 3.28], [6.38, -4.79, 2.82], [3.52, -3.34, 3.00], [4.62, -3.53, 1.47], [3.51, 0.77, 2.39], [2.08, -0.38, 2.55], [4.17, 0.10, 0.30], [4.02, -1.70, 0.57], [1.77, 0.38, -0.42], [2.49, -1.12, -1.26], [-0.17, -3.89, 0.29], [0.84, -4.62, 3.23], [0.67, -7.02, 1.97], [-0.17, -6.13, 0.61], [-1.03, -6.21, 2.29], [-0.71, -2.48, 4.61], [-0.97, -4.34, 4.43], [-2.44, -3.29, 4.64], [-1.83, -0.79, 1.51], [-3.18, -1.33, 2.62], [-3.24, -1.92, 0.89], [6.82, -1.57, -1.78], [5.20, -1.29, -2.82], [7.14, -0.12, -0.54], [6.81, -3.29, -0.90], [7.65, -1.58, -2.49], [-0.75, -6.71, -2.87], [-1.49, -5.17, -1.95], [0.84, -7.38, -1.98], [-2.08, -8.10, -3.12], [-0.44, -6.38, -3.86], [-4.12, -7.20, 4.36], [-4.61, -5.66, 3.30], [-4.50, -8.86, 3.44], [-2.27, -7.12, 4.95], [-4.74, -7.19, 5.26], [-1.00, 2.61, 1.85], [-1.47, 3.37, 0.13], [-2.54, 2.50, 3.03], [-0.11, 0.90, 1.67], [-0.29, 3.29, 2.32], [1.23, 2.27, -3.02], [1.90, 3.24, -1.49], [0.83, 3.45, -4.51], [2.43, 0.84, -3.54], [0.29, 1.80, -2.72], [-5.30, 5.75, 2.53], [-5.08, 5.36, 4.42], [-3.66, 6.42, 1.74], [-6.00, 4.23, 1.55], [-6.04, 6.54, 2.45], [-4.11, 7.00, -2.66], [-4.58, 7.77, -4.37], [-5.64, 6.88, -1.48], [-3.22, 5.29, -2.85], [-3.40, 7.68, -2.19], [6.01, -4.70, -4.55], [6.24, -6.63, -4.60], [7.61, -3.77, -5.13], [4.45, -4.14, -5.55], [5.84, -4.43, -3.51], [7.74, -2.18, 6.17], [6.53, -3.55, 6.82], [8.74, -2.79, 4.62], [6.82, -0.51, 5.83], [8.46, -2.00, 6.96], [-8.48, 10.16, -4.33], [-7.39, 10.87, -5.77], [-8.75, 8.25, -4.51], [-7.78, 10.63, -2.59], [-9.46, 10.63, -4.41], [-6.42, -12.84, 2.64], [-7.79, -11.48, 2.82], [-5.27, -12.50, 1.12], [-5.41, -13.06, 4.28], [-6.93, -13.78, 2.45], [3.56, 7.16, -1.40], [4.72, 5.61, -1.49], [1.88, 6.86, -2.32], [3.29, 7.75, 0.43], [4.07, 7.97, -1.92], [5.12, 2.55, -6.74], [5.44, 3.41, -5.03], [4.98, 0.62, -6.56], [3.57, 3.30, -7.64], [5.98, 2.75, -7.37], [-3.69, 8.89, -8.39], [-2.70, 8.91, -10.06], [-3.05, 10.25, -7.17], [-5.60, 9.03, -8.69], [-3.51, 7.93, -7.92], [-2.63, 8.24, 6.94], [-3.12, 9.02, 5.23], [-4.16, 8.11, 8.13], [-1.74, 6.53, 6.73], [-1.92, 8.92, 7.41], [-6.01, 3.38, -4.84], [-7.25, 2.03, -4.21], [-5.00, 2.78, -6.39], [-6.90, 5.07, -5.18], [-5.29, 3.56, -4.05]],
  "mulliken_charge": [-0.55, 0.38, -0.13, 0.17, -0.58, 0.39, 0.24, 0.77, -0.44, -0.59, -0.03, 0.21, 0.08, -0.50, -0.36, 0.31, -0.74, -0.27, -0.15, 0.27, 0.21, 0.10, -0.06, 0.45, -0.44, 0.26, -0.34, -0.42, 0.17, 0.03, 0.32, 0.38, -0.16, 0.08, 0.29, 0.13, 0.32, -0.31, 0.29, 0.30, -0.48, 0.17, -0.05, -0.06, 0.45, -0.38, 0.05, -0.02, -0.03, 0.39, -0.38, -0.01, 0.05, -0.04, 0.38, -0.45, 0.04, -0.01, 0.07, 0.42, -0.29, 0.09, -0.07, 0.03, 0.34, -0.35, -0.05, -0.01, -0.04, 0.40, -0.46, 0.05, 0.05, 0.01, 0.41, 0.09, -0.04, -0.03, -0.01, -0.04, -0.33, -0.05, -0.03, -0.01, 0.34, -0.35, 0.01, -0.01, -0.02, 0.35, -0.34, -0.01, -0.01, -0.01, 0.34, -0.37, -0.03, -0.02, -0.03, 0.36, -0.37, 0.00, -0.01, -0.02, 0.36, -0.25, -0.05, -0.03, -0.01, 0.30, -0.33, 0.00, -0.01, -0.01, 0.35, -0.04, -0.03, -0.02, 0.06, 0.00]
}

---

| no. | energy (Eh) |
| --- | --- |
| 1 | -492.79801 |
| 2 | -125384.25129 |